Record 1
The following is a DFT calculation (ωB97M-V/def2-TZVPD) of a 7-piece molecular cluster, C17H38BBr2Cl12NO2P overall.

XYZ file:
```
74
Properties=species:S:1:pos:R:3:lowdin_charge:R:1
H -1.357 1.998 -6.673 0.0457
C -5.677 -0.410 3.934 -0.6224
B 0.879 -2.461 -2.642 -0.6684
O -0.131 -2.670 -3.487 0.1860
C -2.646 0.580 -7.659 -0.6327
H -1.048 -2.695 8.166 0.0758
Cl -4.973 -2.703 2.641 0.5441
H -6.257 0.056 4.728 0.0773
H -2.591 2.714 -7.717 0.0451
H 3.567 -0.555 -1.163 0.1075
C -0.925 5.681 -7.051 -0.6354
N 1.139 -3.300 -1.505 0.1554
H -0.125 6.903 -5.490 0.0767
C 0.006 1.615 -0.843 -0.1965
C -0.437 -2.822 7.276 -0.6166
H 3.817 -2.152 -1.928 0.1076
H 3.696 1.019 7.188 0.0732
Cl -0.457 -1.801 1.488 0.5384
H -0.436 -1.948 -4.060 0.0943
C 0.194 6.079 -6.124 -0.6488
H -1.391 1.088 3.599 0.0473
H -2.176 -1.109 2.933 -0.0064
H 5.951 -0.764 -1.299 0.0938
C 3.174 -1.030 6.939 -0.6575
Cl 0.676 4.742 -5.039 0.5162
P 2.111 -0.920 -3.044 1.1378
Cl -3.979 0.111 4.139 0.6085
H -6.832 -2.205 3.994 0.0772
H -0.201 -0.326 -1.695 0.0521
H -0.315 -4.086 5.537 0.0685
H -1.766 5.262 -6.504 0.0646
C 3.746 0.095 7.761 -0.6608
H -1.238 0.957 1.845 0.0475
O 4.668 -0.546 -2.935 -0.2726
H 1.057 1.003 -3.940 0.0274
Cl 2.821 0.355 9.261 0.5452
Br 2.609 2.054 -2.404 0.8093
H 2.507 -1.041 -4.379 0.0719
H 6.520 0.257 -2.632 0.0969
Cl 0.850 1.037 2.929 0.5379
C -0.874 0.572 2.793 -0.6676
C -5.785 -1.911 4.018 -0.6496
H -0.645 -4.931 7.060 0.0782
C -2.387 1.913 -7.010 -0.6824
H -2.065 0.505 -8.577 0.0783
C 0.027 0.686 -2.035 -0.8053
C 3.672 -1.081 -2.122 -0.4046
H 1.077 6.377 -6.682 0.0694
Cl -2.595 -4.029 6.104 0.5413
H 2.110 -0.889 6.770 0.0133
Cl 3.392 -2.619 7.731 0.5478
H -0.665 -1.321 3.804 -0.0064
C -1.109 -0.906 2.905 -0.6784
H 6.499 -1.509 -2.827 0.0966
C 1.298 0.718 -2.921 -0.8594
H 0.819 1.387 -0.153 0.0545
Cl -3.445 2.190 -5.596 0.5113
H 1.260 -2.763 -0.649 0.0468
Cl -0.590 -1.321 6.311 0.5879
H 1.953 -3.899 -1.606 0.0912
H 0.609 -2.908 7.565 0.0282
Cl -2.144 -0.785 -6.615 0.5196
H 4.779 -0.100 8.038 0.0680
H 0.033 2.658 -1.147 0.0728
Cl -0.381 4.461 -8.239 0.5619
C 5.986 -0.655 -2.383 -0.0559
H -0.926 1.451 -0.307 0.0687
H -6.018 -0.036 2.973 0.0700
Br -1.459 1.095 -3.235 0.7591
H -5.326 -2.288 4.929 0.0583
H 3.684 -1.084 5.978 0.0730
C -0.851 -4.032 6.482 -0.6499
H -3.698 0.441 -7.890 0.0741
H -1.261 6.549 -7.615 0.0779
```

total charge: +1
LUMO energy: -3.3 eV
molar mass: 915.53 g/mol
multiplicity: 1
Kohn-Sham gap: 8.88 eV

Record 2
The following is a DFT calculation (ωB97M-V/def2-TZVPD) of a 2-piece molecular cluster, C4H7Br overall at a distorted geometry.

XYZ file:
```
12
Properties=species:S:1:pos:R:3:lowdin_charge:R:1
Br 4.396 0.517 -0.010 -0.2000
H -1.239 -1.233 0.966 0.0748
H 1.251 1.832 0.975 0.1126
C 0.470 -0.303 0.137 -0.3280
C 0.554 1.226 0.389 -0.1039
H 1.475 0.809 -1.758 0.0899
H 1.029 -1.000 0.825 0.1626
H -0.531 -2.003 -0.386 0.0654
C -0.784 -1.059 0.016 -0.0859
C 1.073 0.611 -0.793 -0.0008
H -0.229 1.865 0.040 0.1065
H -1.584 -0.618 -0.654 0.1068
```

LUMO energy (spin up / spin down): -0.9 / -2.9 eV
molar mass: 135.00 g/mol
energy above the lowest of the compared OMol25 structures with the same formula, charge and spin: 97.0 kcal/mol
multiplicity: 1
Kohn-Sham gap (spin up / spin down): 8.88 / 5.35 eV

Record 3
The following is a DFT calculation (ωB97M-V/def2-TZVPD) of C3H3O3Pb as an isolated structure at a distorted geometry.

XYZ file:
```
10
Properties=species:S:1:pos:R:3:mulliken_spin:R:1
O -0.644 2.462 0.312 -0.0012
H 0.388 -3.581 -0.285 0.0296
H 2.087 -3.207 -1.094 0.0210
H 2.683 -0.988 -1.169 0.0238
C 1.130 -2.889 -0.675 0.4614
O 1.023 -1.638 -0.260 -0.1174
Pb 1.209 1.526 -0.177 0.0295
O -2.829 2.781 0.985 0.0003
C 1.799 -0.642 -0.606 0.5531
C -1.725 2.698 0.693 -0.0001
```

total charge: +2
LUMO energy (spin up / spin down): -10.5 / -10.9 eV
molar mass: 294.25 g/mol
energy above the lowest of the compared OMol25 structures with the same formula, charge and spin: 83.3 kcal/mol
multiplicity: 2
Kohn-Sham gap (spin up / spin down): 7.62 / 8.00 eV

Record 4
The following is a DFT calculation (ωB97M-V/def2-TZVPD) of C49H60BaN7O3PSi as an isolated structure at a distorted geometry.

XYZ file:
```
122
Properties=species:S:1:pos:R:3:lowdin_charge:R:1
C 1.364 4.005 -5.079 -0.0756
H 1.724 4.838 -5.667 0.1047
H -3.163 2.551 -3.473 0.0968
H -1.538 4.319 3.279 0.1391
H 1.952 -3.962 3.714 0.1213
C 5.276 5.219 -0.066 -0.0797
H -5.261 -5.946 -2.254 0.0948
C -5.306 1.760 -0.983 -0.0911
C -0.629 3.596 -0.761 -0.0534
C 0.077 3.231 2.331 -0.3824
C 2.306 -3.621 -2.058 -0.2035
H 6.464 3.437 -0.253 0.1032
H 2.364 -5.466 -0.968 0.1239
H -5.295 -1.048 -2.803 0.0925
O 0.217 4.668 2.162 0.0277
H -2.153 0.443 -2.729 0.0721
H 1.969 -5.412 1.817 0.1245
C -3.610 2.001 -2.652 -0.1036
H -3.727 -0.148 1.958 0.1114
H -5.207 -0.002 0.211 0.0987
C -4.351 -4.087 -1.704 -0.1116
C -4.730 0.566 -0.581 -0.1094
C -3.038 0.813 -2.225 -0.1016
O 0.110 1.119 1.189 -0.5718
H -2.527 -0.308 5.455 0.1017
H 1.939 5.398 -0.569 0.1160
H 3.227 -4.209 1.632 0.1055
C 0.029 2.013 -4.880 -0.0664
C 2.503 -4.389 -0.762 -0.2209
C 2.983 -1.571 3.001 -0.1616
H -2.164 -3.415 2.903 0.1123
H -0.637 3.767 -1.833 0.0988
H -2.204 0.369 1.223 0.0923
C -1.238 -1.903 -1.498 -0.4121
H 6.108 5.841 0.234 0.1028
N 3.620 -1.647 0.660 0.0901
H -1.166 -1.650 -2.561 -0.0610
H -3.980 0.047 4.553 0.1043
H -4.176 -2.242 1.231 0.0895
H 1.270 -3.724 -2.391 0.1129
C 0.488 3.088 -5.634 -0.0756
H -0.657 1.295 -5.308 0.1104
C 2.141 -4.337 1.621 -0.2257
H 0.161 3.206 -6.658 0.1046
H -3.624 -4.586 -1.072 0.0900
H -1.146 -2.157 3.568 0.0915
C 1.526 -3.562 2.777 -0.1996
H 2.011 1.891 4.498 0.0704
N 2.555 -2.196 -1.920 -0.1258
H -0.950 -2.962 -1.417 -0.0716
C -3.185 -1.922 4.134 -0.1706
C -3.584 0.055 -1.193 -0.2522
H -4.181 -2.103 3.724 0.1049
H -5.213 3.401 -2.365 0.0973
C -3.126 -2.291 0.893 -0.2491
C 4.410 3.077 -0.721 -0.0619
H -3.041 4.580 1.492 0.1069
C 5.788 -2.211 -0.111 -0.0194
C -5.272 -4.871 -2.379 -0.1039
N 1.852 2.568 3.764 0.0240
C 0.596 2.398 1.180 -0.4357
H 2.297 3.444 4.023 0.0829
H 3.918 -0.679 -1.989 0.1132
H 6.455 -2.396 -0.942 0.1118
C -1.099 4.092 2.307 -0.2043
N 1.679 -2.119 2.686 -0.1251
C 4.456 -1.880 -0.340 -0.2721
C -6.202 -4.273 -3.219 -0.1096
H 7.254 -2.595 1.407 0.1087
H 2.464 4.575 -3.328 0.1034
H 2.137 -1.704 -2.699 0.1083
C 6.226 -2.332 1.196 -0.0521
N 1.675 -3.904 0.324 -0.0771
H -2.365 1.365 3.435 0.1075
H 3.545 -4.287 -0.442 0.1069
Ba 0.891 -0.695 0.124 1.8064
C 0.449 1.861 -3.570 -0.0743
C 3.918 -1.747 -1.748 -0.1712
H -6.911 -2.415 -4.019 0.0969
H -6.201 2.118 -0.488 0.0984
C 3.136 3.630 -0.831 -0.2709
C 4.005 5.765 -0.161 -0.0740
O 2.238 1.097 -1.087 -0.5412
C -4.327 -2.693 -1.826 -0.2231
C -2.128 -2.343 3.115 -0.2136
C 1.322 2.788 -3.007 -0.2749
C -2.200 0.286 3.384 -0.1872
H 4.548 2.022 -0.915 0.0996
H 0.073 3.357 4.318 0.1185
H 2.863 -0.490 3.132 0.1244
P 1.798 2.523 -1.295 0.7970
N 0.447 2.728 3.612 -0.0239
Si -2.948 -1.725 -0.925 0.5481
C -2.630 -0.235 2.025 -0.2155
H -2.876 -3.357 0.854 0.0735
H 1.699 2.400 1.362 0.1244
H 3.843 6.809 0.073 0.1060
H -2.652 4.286 -0.773 0.0954
H 4.625 -2.237 -2.439 0.1231
H 5.623 -2.270 3.265 0.1108
C 2.936 4.973 -0.539 -0.0704
C -6.194 -2.897 -3.365 -0.0978
C -2.999 -0.431 4.477 -0.1887
C 0.417 2.952 -0.223 -0.1867
N -2.223 -1.634 1.836 -0.1964
H 0.090 1.018 -2.990 0.0987
H -1.120 0.169 3.490 0.0916
C -2.055 4.239 1.201 -0.0040
C 4.017 -1.798 1.917 -0.2734
C -1.835 4.059 -0.102 -0.0530
C 1.780 3.857 -3.764 -0.0641
H 0.453 -3.764 2.813 0.1068
H 3.393 -1.966 3.948 0.1211
H 0.963 -1.655 3.228 0.0900
H -3.108 -2.543 5.030 0.1044
H -6.924 -4.875 -3.754 0.0945
C -5.271 -2.124 -2.674 -0.0920
C -4.754 2.477 -2.033 -0.1133
H 0.691 -4.088 0.170 0.1142
C 5.478 3.873 -0.341 -0.0750
C 5.328 -2.144 2.233 -0.0204
H 2.942 -4.082 -2.833 0.1185
```

LUMO energy: 0.2 eV
molar mass: 991.45 g/mol
energy above the lowest of the compared OMol25 structures with the same formula, charge and spin: 102.8 kcal/mol
multiplicity: 1
Kohn-Sham gap: 6.32 eV

Record 5
The following is a DFT calculation (ωB97M-V/def2-TZVPD) of an isolated molecule of C19H26N2O2.

XYZ file:
```
49
Properties=species:S:1:pos:R:3:lowdin_charge:R:1
C -5.046 0.740 -0.653 -0.2073
C -0.256 -1.612 0.094 -0.4652
N -1.225 -0.793 0.566 -0.0323
C 1.889 2.255 -0.072 -0.1618
H 4.979 1.727 -0.045 0.1165
O 2.208 1.144 2.488 0.0742
H 3.214 2.587 -1.728 0.1182
H -5.937 0.872 -1.270 0.1085
H 3.515 -2.791 -1.347 0.1078
C 3.843 -1.803 -1.060 -0.0919
C 5.025 -1.634 -0.362 -0.0912
C 4.658 0.736 -0.332 -0.0390
N 1.102 1.200 0.521 0.0889
H 2.614 2.563 0.686 0.1183
H 2.141 -0.852 -1.928 0.1092
C 0.829 -1.711 1.155 -0.0180
H 0.723 -2.673 1.660 0.1349
H 1.240 3.105 -0.312 0.1197
C -4.943 -0.711 -0.193 -0.1972
H 5.629 -2.491 -0.100 0.0997
H -3.747 -0.291 1.544 0.1171
C -0.966 -0.297 1.901 -0.0942
O -0.264 -2.149 -0.991 0.0675
H -2.579 1.584 0.266 0.1169
C 1.381 0.678 1.734 -0.4662
H 1.862 1.504 -2.094 0.1128
C 0.537 -0.543 2.103 -0.1700
H -3.610 -1.958 0.963 0.1232
H -3.875 2.183 -1.751 0.1101
H -2.389 -1.170 -1.052 0.1543
C -3.687 -0.915 0.649 -0.1453
H -1.224 0.761 1.982 0.1297
H -4.905 -1.367 -1.065 0.1170
C -3.804 1.137 -1.445 -0.1966
C 3.067 -0.704 -1.390 -0.0598
C 3.468 0.576 -1.030 -0.2397
C 2.606 1.769 -1.339 -0.1299
H 6.353 -0.222 0.548 0.1021
C 5.432 -0.360 0.001 -0.0785
C -2.449 -0.532 -0.162 -0.2817
H -5.825 -0.981 0.391 0.1099
H -3.741 0.526 -2.348 0.1175
H 0.771 -0.784 3.141 0.1477
H -1.553 -0.856 2.641 0.1299
H 1.822 -1.671 0.710 0.1071
H -5.144 1.391 0.219 0.1142
H 0.469 0.709 -0.091 0.1222
H -1.662 1.195 -1.197 0.1139
C -2.544 0.931 -0.609 -0.1432
```

LUMO energy: 0.7 eV
molar mass: 314.43 g/mol
energy above the lowest of the compared OMol25 structures with the same formula, charge and spin: 0.1 kcal/mol
SMILES: O=C(NCCc1ccccc1)[C@@H]1CC(=O)N(C2CCCCC2)C1
multiplicity: 1
Kohn-Sham gap: 9.78 eV